Below is a structure of composition C34H68AsClFeN4O4SSeSi3, with properties calculated with the ωB97M-V functional and the def2-TZVPD basis.

Summary:
net charge = -1
HOMO-LUMO gap (spin up / spin down) = 6.41 / 4.97 eV
multiplicity = 6

Element x y z (Å)
Fe1 -0.67560 -1.26157 -0.13756
Cl1 -1.54050 -3.44070 -0.94827
C1 -2.46130 -2.49686 0.33299
H1 -2.45899 -3.11694 1.22838
H2 -3.47022 -2.37632 -0.05609
N1 1.78852 1.23568 0.03548
C2 1.27093 1.07909 -1.19626
N2 1.68756 1.96488 -2.16092
O1 0.52546 0.12677 -1.51215
H3 2.17787 2.11564 0.32138
H4 1.47328 0.60309 0.75261
H5 1.83000 2.90850 -1.83084
H6 1.08345 1.93212 -2.96574
N3 -2.74462 0.90339 1.61636
C3 -2.02958 0.18245 2.51155
C4 -2.42040 0.18103 3.86574
C5 -1.72171 -0.57434 4.77106
C6 -0.62798 -1.32187 4.33922
C7 -0.30451 -1.27480 3.00225
N4 -0.97539 -0.55433 2.08660
H7 -3.33804 1.62576 1.99036
H8 -2.23811 1.19885 0.78809
H9 -3.27039 0.78455 4.16737
H10 -2.01284 -0.58063 5.81417
H11 -0.04452 -1.92756 5.01998
H12 0.54173 -1.83140 2.61755
C8 -2.74440 0.39942 -5.32141
Si1 -1.90700 -0.76776 -4.11025
C9 -0.08068 -0.73796 -4.49416
C10 -2.52389 -2.49149 -4.48231
As1 -2.35734 -0.11463 -1.89162
Si2 -4.70236 -0.10135 -1.97158
C11 -5.48808 -1.65372 -2.67406
C12 -5.38755 1.35052 -2.94875
C13 -5.38858 0.12590 -0.24508
H13 -2.33202 0.27690 -6.33088
H14 -2.59457 1.44152 -5.01191
H15 -3.82554 0.21591 -5.36549
H16 0.12442 -1.34714 -5.38258
H17 0.50784 -1.12362 -3.65571
H18 0.25943 0.28696 -4.68540
H19 -2.19302 -2.78723 -5.48546
H20 -3.61607 -2.54457 -4.44666
H21 -2.13201 -3.21172 -3.75804
H22 -5.49139 -1.63785 -3.77054
H23 -6.52474 -1.71172 -2.32439
H24 -4.96260 -2.56263 -2.35234
H25 -4.80624 1.56407 -3.85148
H26 -5.37670 2.25315 -2.32761
H27 -6.42230 1.14302 -3.24686
H28 -4.89812 -0.52544 0.48747
H29 -6.46524 -0.08669 -0.24843
H30 -5.24041 1.16327 0.08057
C14 5.28993 0.49160 -1.10391
C15 5.08619 -0.93527 -0.61751
C16 6.41640 -1.53108 -0.16192
C17 4.46972 -1.78297 -1.73013
O2 4.19221 -0.84151 0.50054
Si3 3.22078 -1.94740 1.23880
S1 1.45581 -2.37561 0.25688
O3 2.86497 -1.26798 2.70259
C18 3.69840 -0.58429 3.64889
C19 5.05620 -1.27183 3.77808
C20 3.87020 0.86828 3.21044
C21 2.95788 -0.63871 4.97688
O4 4.18621 -3.27523 1.43342
C22 3.94510 -4.65986 1.72430
C23 5.27318 -5.20283 2.23467
C24 2.87178 -4.81091 2.80019
C25 3.54351 -5.40354 0.45438
H31 6.02081 0.51648 -1.91947
H32 5.65453 1.11751 -0.28326
H33 4.34122 0.90105 -1.46594
H34 7.08917 -1.66311 -1.01594
H35 6.24374 -2.49798 0.31371
H36 6.89645 -0.86637 0.56443
H37 5.11565 -1.77006 -2.61427
H38 3.48558 -1.38893 -1.99980
H39 4.33998 -2.81949 -1.40025
H40 5.62931 -1.17889 2.84917
H41 4.92143 -2.33771 3.98570
H42 5.62790 -0.82120 4.59387
H43 4.30458 0.90374 2.20922
H44 4.51944 1.40590 3.90871
H45 2.89216 1.36512 3.18494
H46 2.78411 -1.68141 5.26241
H47 1.98939 -0.13925 4.88355
H48 3.53894 -0.14447 5.76255
H49 5.55754 -4.70636 3.16759
H50 6.05548 -5.02358 1.49175
H51 5.19913 -6.28021 2.41416
H52 3.13880 -4.22061 3.68382
H53 2.77246 -5.86215 3.08990
H54 1.90707 -4.45571 2.42416
H55 4.32786 -5.29996 -0.30202
H56 2.61432 -4.99554 0.05499
H57 3.40294 -6.46819 0.67322
C26 -5.76116 7.03707 -0.99473
C27 -4.58831 6.10085 -0.81413
C28 -4.01232 5.44562 -1.89347
C29 -2.88581 4.63079 -1.75641
C30 -2.32650 3.96420 -2.98323
C31 -2.29133 4.45130 -0.48281
Se1 -0.70723 3.39109 -0.28126
C32 -2.90758 5.07690 0.62956
C33 -2.37992 4.91029 2.03326
C34 -4.02834 5.88838 0.43825
H58 -6.20810 6.92056 -1.98423
H59 -5.44873 8.08014 -0.89227
H60 -6.53748 6.85495 -0.24698
H61 -4.44849 5.57560 -2.88311
H62 -2.82932 4.32647 -3.88517
H63 -2.44518 2.88273 -2.92545
H64 -1.25281 4.14506 -3.06389
H65 -1.86817 3.95438 2.14891
H66 -3.19501 4.98306 2.76182
H67 -1.64424 5.68760 2.26806
H68 -4.47739 6.37384 1.30545

---

Below is a structure of composition C34H68AsF3LaN2O4SbSi, with properties calculated with the ωB97M-V functional and the def2-TZVPD basis.

Summary:
HOMO-LUMO gap = 6.97 eV

Element x y z (Å)
La1 0.08706 1.48174 -1.13558
F1 -1.83714 3.78917 -4.34268
C1 -0.53988 3.99934 -4.04259
F2 -0.02408 4.75482 -5.04048
F3 0.07632 2.82730 -4.00532
C2 -0.39929 4.66609 -2.65659
O1 -0.60787 5.82602 -2.49271
O2 -0.26069 3.69558 -1.81439
C3 -1.51328 -7.79894 0.21079
C4 -0.20591 -7.30919 -0.37606
As1 0.53881 -5.74803 0.40776
C5 1.68776 -5.24143 -1.09261
C6 2.64519 -6.32518 -1.56707
C7 1.90254 -6.38913 1.65772
C8 2.58009 -7.72328 1.43870
H1 -1.87068 -8.55080 -0.50709
H2 -2.18782 -6.97375 0.33459
H3 -1.46749 -8.30581 1.19635
H4 -0.40507 -7.13099 -1.41153
H5 0.50181 -8.14814 -0.36238
H6 2.20162 -4.33505 -0.79226
H7 1.06406 -4.94718 -1.93173
H8 3.45117 -6.47923 -0.80122
H9 3.12597 -6.16369 -2.53508
H10 2.14654 -7.27750 -1.53292
H11 1.42844 -6.39409 2.64100
H12 2.62293 -5.56841 1.69288
H13 1.80986 -8.63590 1.47923
H14 3.28089 -7.86456 2.28246
H15 3.07381 -7.89178 0.49404
C9 4.79305 0.03719 -1.38799
C10 4.25709 1.44614 -0.89506
C11 3.93109 2.28030 -2.16442
C12 5.32845 2.17980 -0.04549
Si1 2.67041 1.34377 0.28182
C13 2.37521 3.01133 1.22138
C14 2.54240 4.22882 0.28525
C15 0.93420 3.07764 1.66872
C16 3.10953 3.24640 2.56404
C17 2.82538 -0.13999 1.53929
C18 2.43729 -1.44970 0.73181
C19 1.86554 0.02937 2.70526
C20 4.23065 -0.32191 2.13766
H16 5.78209 0.09643 -1.89733
H17 4.00725 -0.36714 -2.00353
H18 4.90206 -0.67473 -0.59457
H19 4.79931 2.30980 -2.84324
H20 3.68561 3.32814 -1.92760
H21 3.04196 1.85858 -2.73639
H22 6.30438 2.19854 -0.55253
H23 5.43444 1.69484 0.91979
H24 4.97831 3.21277 0.26121
H25 1.97282 4.10367 -0.66377
H26 3.55550 4.40155 -0.06553
H27 2.14560 5.07459 0.82960
H28 0.15778 3.09669 0.89050
H29 0.80331 3.94657 2.26372
H30 0.64136 2.23655 2.26076
H31 4.19101 3.48037 2.43650
H32 2.83784 2.44735 3.27209
H33 2.68179 4.16319 3.01600
H34 1.31893 -1.58064 0.73427
H35 2.84005 -1.57950 -0.31876
H36 2.74815 -2.35434 1.22464
H37 0.88093 0.17469 2.28835
H38 2.16876 0.86085 3.40437
H39 1.91696 -0.82869 3.34088
H40 4.98804 -0.58220 1.40764
H41 4.21528 -1.10843 2.93215
H42 4.49577 0.57694 2.66678
C21 -1.94117 -4.19953 -1.91550
N1 -1.50918 -3.03028 -1.14310
C22 -1.61209 -3.09699 0.19435
C23 -1.35139 -2.00387 0.97082
C24 -1.11581 -0.75616 0.27958
O3 -0.90092 0.38281 0.86083
N2 -1.06846 -0.73666 -1.04337
C25 -1.17706 -1.82978 -1.83052
O4 -1.01112 -1.80927 -3.06821
H43 -2.13243 -3.89555 -2.95145
H44 -2.85913 -4.61731 -1.49017
H45 -1.16544 -4.92789 -1.89184
H46 -1.86141 -4.03201 0.68800
H47 -1.46679 -2.00329 2.07919
C26 -5.73009 2.62014 -1.83936
C27 -4.39764 1.93486 -1.49572
C28 -3.57304 1.82406 -2.82426
Sb1 -2.99109 2.69907 -0.03750
C29 -3.65225 4.72917 -0.03005
C30 -2.46999 5.63197 0.40073
C31 -4.86700 5.12315 0.80282
C32 -3.95945 1.77314 1.73568
C33 -5.48716 1.70371 1.72888
C34 -3.45006 2.56488 2.98547
H48 -6.24159 1.95189 -2.45660
H49 -5.62236 3.58169 -2.39781
H50 -6.37481 2.81875 -0.96591
H51 -4.62804 0.92921 -1.09544
H52 -3.31720 2.78572 -3.18376
H53 -4.15418 1.26714 -3.59268
H54 -2.66862 1.21405 -2.74835
H55 -3.78226 4.86735 -1.10292
H56 -2.39335 5.56406 1.49255
H57 -2.74495 6.70245 0.08704
H58 -1.51040 5.37246 -0.03666
H59 -4.66172 4.76315 1.80101
H60 -5.77029 4.67869 0.50088
H61 -4.91681 6.19847 0.88913
H62 -3.52107 0.79005 1.74665
H63 -5.89542 2.68689 1.71762
H64 -5.83327 1.26651 2.68367
H65 -5.85644 1.03423 0.98667
H66 -4.11095 3.38920 3.19102
H67 -2.47959 3.07371 2.78013
H68 -3.46774 2.02236 3.95504